{"formula": "C3H5F3IN", "method": "the ωB97M-V functional and the def2-TZVPD basis", "species": ["I", "F", "F", "F", "N", "C", "C", "C", "H", "H", "H", "H", "H"], "xyz": [[3.0327, -0.2088, 0.3244], [-0.0073, -0.9594, -1.4476], [1.1024, 1.7842, 0.8314], [1.2743, 1.3885, -1.3738], [-0.1146, -1.4946, 0.7660], [-1.4690, 0.4311, -0.2558], [-0.2177, -0.4285, -0.1616], [1.3135, 0.8693, -0.1275], [-1.4090, 1.2021, 0.5048], [-2.4104, -0.1265, -0.0850], [0.7541, -2.0010, 0.6251], [-0.4731, -1.3601, 1.7226], [-1.3760, 0.9038, -1.3227]], "forces_ev_per_a": [[0.854, -0.215, -0.080], [0.217, 0.048, 1.008], [-0.048, 0.443, -0.592], [0.461, 0.485, 0.918], [-0.535, 1.159, -0.572], [0.717, 0.376, -1.041], [1.699, 0.914, -0.543], [-3.687, -2.877, -0.369], [-0.086, 0.316, -0.005], [0.598, 0.110, -0.460], [-0.225, 0.037, 0.584], [0.643, -0.017, -0.989], [-0.610, -0.779, 2.141]], "lumo_energy_ha": 0.01579, "total_charge": 0, "e_homo_ev": -9.140, "relative_energy_kj_mol": 0.00, "spin_multiplicity": 1, "orbital_gap_ev": 9.6}